(1)
# C31H65NO25S6

A cluster of 7 separate species, C31H65NO25S6 in total at a distorted geometry (wB97M-V/def2-TZVPD, the OMol25 dataset).

As for the strongest force on any atom: 0.0263 Eh/bohr. The total charge is 0. The calculation puts the gap between HOMO and LUMO at 9.28 eV. As for the structure (SMILES): CCCCCCCCCCCCCCCC[C@@H](N)COC.O=S1(=O)OCCO1.O=S1(=O)OCCO1.O=S1(=O)OCCO1.O=S1(=O)OCCO1.O=S1(=O)OCCO1.O=S1(=O)OCCO1.

The geometry in XYZ format:
```
128
C31H65NO25S6 (wB97M-V/def2-TZVPD)
C 2.267 -1.154 2.655
C 3.151 -1.370 1.428
C 2.775 -0.464 0.249
C 2.725 -1.167 -1.114
C 1.395 -0.940 -1.848
C 0.414 -2.089 -1.637
C -0.348 -1.896 -0.348
C -1.321 -3.005 0.022
C -2.206 -3.570 -1.095
C -3.546 -2.855 -1.231
C -4.350 -2.968 0.053
C -4.365 -1.682 0.851
C -5.144 -0.522 0.178
C -4.272 0.519 -0.558
C -3.924 1.696 0.332
C -3.551 3.009 -0.332
C -2.523 2.968 -1.501
N -1.589 1.876 -1.426
C -3.364 3.080 -2.809
O -2.879 2.492 -3.997
C -3.774 1.550 -4.553
H 1.278 -0.878 2.346
H 2.676 -0.408 3.315
H 2.226 -2.066 3.222
H 3.022 -2.399 1.130
H 4.184 -1.251 1.701
H 3.467 0.360 0.208
H 1.805 -0.057 0.476
H 2.842 -2.236 -1.028
H 3.546 -0.790 -1.697
H 0.943 -0.019 -1.508
H 1.600 -0.814 -2.901
H -0.296 -2.007 -2.425
H 0.922 -3.039 -1.654
H 0.390 -1.864 0.438
H -0.802 -0.924 -0.344
H -0.796 -3.786 0.543
H -1.995 -2.581 0.748
H -2.435 -4.589 -0.813
H -1.736 -3.633 -2.063
H -3.432 -1.839 -1.571
H -4.088 -3.361 -2.017
H -5.374 -3.226 -0.158
H -3.942 -3.795 0.614
H -3.369 -1.354 1.089
H -4.912 -1.884 1.759
H -5.734 -0.036 0.937
H -5.801 -0.959 -0.557
H -4.795 0.776 -1.466
H -3.350 0.032 -0.809
H -4.796 1.907 0.934
H -3.167 1.337 1.008
H -3.181 3.706 0.400
H -4.428 3.480 -0.753
H -1.944 3.870 -1.402
H -1.808 1.134 -2.059
H -0.636 2.169 -1.506
H -3.442 4.144 -2.995
H -4.367 2.745 -2.600
H -3.706 1.640 -5.632
H -4.805 1.762 -4.307
H -3.552 0.522 -4.286
O -2.272 7.108 -7.933
S -3.331 6.173 -7.832
O -4.456 6.229 -8.688
O -3.827 6.145 -6.307
C -3.725 4.813 -5.781
C -2.583 4.188 -6.546
O -2.729 4.692 -7.882
H -4.665 4.292 -5.974
H -3.540 4.843 -4.712
H -2.626 3.107 -6.543
H -1.617 4.518 -6.160
O 2.687 -3.840 5.322
S 2.038 -2.724 5.915
O 0.843 -2.190 5.380
O 3.114 -1.559 6.084
C 3.206 -1.169 7.473
C 2.859 -2.423 8.238
O 1.807 -3.029 7.468
H 2.485 -0.373 7.667
H 4.207 -0.811 7.695
H 2.517 -2.213 9.247
H 3.700 -3.119 8.275
O 5.198 2.361 0.352
S 5.415 2.099 -1.022
O 5.783 0.817 -1.492
O 6.452 3.185 -1.583
C 5.870 3.908 -2.676
C 4.385 3.897 -2.391
O 4.135 2.592 -1.854
H 6.104 3.379 -3.601
H 6.279 4.913 -2.719
H 3.786 4.058 -3.283
H 4.118 4.637 -1.634
O 1.676 2.413 11.015
S 1.866 2.196 9.632
O 2.246 0.925 9.122
O 2.878 3.303 9.077
C 2.265 4.042 8.010
C 0.785 4.003 8.322
O 0.568 2.680 8.835
H 2.488 3.538 7.069
H 2.659 5.053 7.982
H 0.168 4.172 7.446
H 0.520 4.720 9.100
O -3.319 1.446 -8.101
S -4.184 0.334 -7.942
O -5.432 0.447 -7.285
O -3.347 -0.849 -7.275
C -3.380 -2.015 -8.110
C -3.526 -1.470 -9.512
O -4.417 -0.355 -9.366
H -4.242 -2.621 -7.823
H -2.470 -2.595 -7.979
H -3.941 -2.196 -10.203
H -2.574 -1.100 -9.898
O 8.743 -5.698 5.594
S 7.635 -6.527 5.892
O 7.751 -7.646 6.750
O 6.970 -6.989 4.507
C 5.590 -6.596 4.466
C 5.522 -5.352 5.321
O 6.423 -5.617 6.410
H 4.990 -7.404 4.888
H 5.282 -6.413 3.442
H 4.523 -5.155 5.693
H 5.886 -4.477 4.780
```

***

(2)
# C31H66BrN4O10P2

A cluster of 4 separate species, C31H66BrN4O10P2 in total at a distorted geometry (wB97M-V/def2-TZVPD, the OMol25 dataset).

As for the strongest force on any atom: 0.0772 Eh/bohr. The total charge is +1. The calculation puts the gap between HOMO and LUMO at 5.27 eV.

The geometry in XYZ format:
```
114
C31H66BrN4O10P2 (wB97M-V/def2-TZVPD)
C 1.113 -3.302 5.610
C -0.069 -2.889 5.074
C -0.593 -3.446 3.819
C 0.235 -4.162 2.991
C -0.210 -4.668 1.779
P 1.049 -5.587 0.802
C 1.852 -6.653 2.086
O 0.356 -6.691 -0.196
C -1.549 -4.425 1.414
Br -2.211 -5.027 -0.256
C -2.381 -3.741 2.276
C -3.823 -3.543 1.880
C -4.752 -4.740 2.262
C -4.529 -5.309 3.670
C -5.361 -6.602 3.883
O -5.194 -7.522 2.808
C -4.036 -8.303 3.037
N -1.900 -3.268 3.453
P -3.005 -2.362 4.568
O -2.459 -0.818 4.664
O -2.861 -3.094 6.018
H 1.195 -3.718 6.614
H 2.021 -3.262 4.996
H -0.613 -2.086 5.580
H 1.254 -4.305 3.335
H 2.373 -6.063 2.843
H 1.028 -7.167 2.610
H 2.464 -7.431 1.627
H 0.536 -6.383 -1.095
H -4.271 -2.645 2.309
H -3.910 -3.415 0.797
H -5.780 -4.353 2.212
H -4.693 -5.531 1.507
H -4.860 -4.573 4.414
H -3.481 -5.590 3.856
H -5.013 -7.075 4.814
H -6.425 -6.356 3.984
H -3.844 -8.935 2.163
H -4.146 -8.959 3.914
H -3.136 -7.682 3.193
H -3.112 -0.301 4.168
H -3.028 -2.422 6.701
C -2.322 -0.726 -0.335
O -1.065 -0.847 -0.973
C -0.918 -2.040 -1.738
C -0.885 -1.736 -3.223
N -2.193 -1.301 -3.698
C -2.184 -0.743 -5.051
C -1.371 0.528 -5.295
O -1.880 1.681 -4.647
C -1.479 1.845 -3.300
H -2.264 0.114 0.359
H -3.116 -0.517 -1.058
H -2.567 -1.630 0.233
H -1.691 -2.775 -1.492
H 0.050 -2.471 -1.456
H -0.589 -2.638 -3.767
H -0.118 -0.969 -3.384
H -2.551 -0.595 -3.068
H -3.224 -0.524 -5.302
H -1.851 -1.519 -5.747
H -1.431 0.743 -6.365
H -0.305 0.397 -5.074
H -0.476 1.451 -3.115
H -2.198 1.378 -2.620
H -1.475 2.914 -3.081
C 1.076 5.909 -0.898
O 1.515 5.415 0.358
C 1.198 6.279 1.446
C 0.125 5.665 2.326
N -1.165 5.640 1.644
C -2.183 4.836 2.313
C -1.926 3.337 2.458
O -1.928 2.622 1.233
C -0.692 2.636 0.531
H 1.519 5.288 -1.677
H -0.014 5.846 -0.986
H 1.400 6.941 -1.053
H 0.916 7.278 1.104
H 2.110 6.379 2.041
H 0.034 6.253 3.244
H 0.462 4.655 2.595
H -1.033 5.272 0.712
H -3.104 4.960 1.738
H -2.374 5.262 3.303
H -2.757 2.926 3.040
H -1.018 3.117 3.033
H 0.168 2.672 1.203
H -0.660 3.475 -0.168
H -0.631 1.720 -0.060
C 4.871 3.817 -0.961
O 6.120 3.729 -1.621
C 6.279 2.548 -2.400
C 6.270 2.867 -3.883
N 4.940 3.272 -4.327
C 4.904 3.841 -5.674
C 5.675 5.135 -5.927
O 5.148 6.268 -5.260
C 5.575 6.432 -3.920
H 4.921 4.647 -0.259
H 4.062 4.018 -1.671
H 4.654 2.903 -0.400
H 5.531 1.790 -2.148
H 7.262 2.139 -2.145
H 6.577 1.978 -4.442
H 7.013 3.656 -4.054
H 4.577 3.962 -3.683
H 3.852 4.034 -5.901
H 5.242 3.079 -6.384
H 5.586 5.356 -6.994
H 6.749 5.032 -5.731
H 6.591 6.064 -3.760
H 4.884 5.939 -3.229
H 5.554 7.498 -3.690
```